[1]
{"formula": "C20H30N2O2", "method": "ωB97M-V/def2-TZVPD", "homo_lumo_gap_ev": 8.37, "lumo_energy_ev": 0.373, "homo_energy_ev": -7.99, "largest_force_ha_per_bohr": 0.01245, "relative_energy_kj_mol": 227.1, "species": ["C", "C", "O", "C", "C", "C", "C", "C", "C", "N", "C", "C", "N", "C", "C", "C", "C", "C", "C", "C", "C", "O", "C", "C", "H", "H", "H", "H", "H", "H", "H", "H", "H", "H", "H", "H", "H", "H", "H", "H", "H", "H", "H", "H", "H", "H", "H", "H", "H", "H", "H", "H", "H", "H"], "coordinates": [[-6.22506, -0.77653, 2.05469], [-5.14327, 0.11629, 1.49512], [-4.88721, 1.18820, 1.99661], [-4.40862, -0.37604, 0.30061], [-4.63779, -1.62169, -0.28166], [-3.91873, -2.00042, -1.39982], [-2.96835, -1.15322, -1.94469], [-2.71858, 0.09136, -1.37613], [-1.63313, 0.98673, -1.92232], [-0.32174, 0.77762, -1.32451], [0.22097, -0.54853, -1.53818], [1.68323, -0.56840, -1.09259], [1.76469, -0.17454, 0.29583], [2.96135, -0.53817, 1.02314], [3.01054, -2.06771, 1.27317], [4.27477, -2.57455, 0.58098], [5.22650, -1.38727, 0.68161], [4.32689, -0.19324, 0.37415], [1.20304, 1.14082, 0.53530], [1.95739, 2.29829, -0.15102], [1.54993, 3.68360, 0.35259], [0.28134, 4.10449, -0.08939], [-0.26304, 1.09986, 0.08891], [-3.44560, 0.46496, -0.25671], [-6.97613, -0.97888, 1.29444], [-5.79669, -1.72075, 2.38400], [-6.69324, -0.28152, 2.90169], [-5.37219, -2.29771, 0.12689], [-4.10021, -2.96415, -1.85326], [-2.42056, -1.45930, -2.82464], [-1.52688, 0.82420, -2.99988], [-1.90064, 2.03337, -1.75231], [0.16341, -0.78879, -2.60329], [-0.33482, -1.31509, -0.97062], [2.07537, -1.58121, -1.19607], [2.25769, 0.09208, -1.76258], [2.88737, -0.02622, 1.98722], [3.07443, -2.26080, 2.34388], [2.10617, -2.54640, 0.90316], [4.07532, -2.79712, -0.46883], [4.67349, -3.47298, 1.05045], [5.61516, -1.31082, 1.69850], [6.06948, -1.46140, -0.00489], [4.20983, -0.09527, -0.70483], [4.73954, 0.73839, 0.76040], [1.22261, 1.31003, 1.61851], [3.02600, 2.17420, 0.02814], [1.77618, 2.24836, -1.22678], [1.49836, 3.69695, 1.44426], [2.31099, 4.41461, 0.03634], [0.24709, 4.00135, -1.04760], [-0.71957, 2.07531, 0.25523], [-0.79091, 0.34947, 0.70078], [-3.28615, 1.42814, 0.20599]], "lowdin_charge": [-0.02, -0.40, 0.09, -0.15, -0.03, -0.07, -0.04, -0.20, -0.14, -0.15, -0.17, -0.16, -0.11, -0.29, -0.14, -0.20, -0.20, -0.15, -0.28, -0.12, -0.26, -0.08, -0.14, 0.03, 0.09, 0.09, 0.08, 0.10, 0.10, 0.11, 0.12, 0.12, 0.12, 0.13, 0.12, 0.12, 0.14, 0.11, 0.11, 0.10, 0.10, 0.11, 0.11, 0.10, 0.10, 0.15, 0.11, 0.11, 0.12, 0.11, 0.09, 0.12, 0.13, 0.12]}


[2]
{"formula": "C16H32BCl4CsF4O6S3", "method": "ωB97M-V/def2-TZVPD", "homo_lumo_gap_ev": 9.46, "lumo_energy_ev": -0.785, "homo_energy_ev": -10.25, "largest_force_ha_per_bohr": 0.03613, "relative_energy_kj_mol": 0.0, "species": ["Cs", "B", "F", "F", "F", "F", "C", "C", "C", "S", "O", "O", "C", "H", "H", "H", "H", "H", "H", "H", "H", "C", "C", "C", "S", "O", "O", "C", "H", "H", "H", "H", "H", "H", "H", "H", "C", "C", "C", "S", "O", "O", "C", "H", "H", "H", "H", "H", "H", "H", "H", "Cl", "C", "C", "Cl", "H", "H", "H", "H", "Cl", "C", "C", "Cl", "H", "H", "H", "H"], "coordinates": [[-2.62669, 2.57988, -2.65083], [-0.52464, 1.31584, -0.24337], [0.29766, 1.30182, 0.89671], [-1.86362, 1.15553, 0.11646], [-0.32671, 2.53577, -0.95326], [-0.12720, 0.25786, -1.09240], [-1.96712, -4.10178, -4.13198], [-1.32950, -3.44329, -2.88727], [-1.57108, -1.92792, -2.89547], [-2.24697, -1.57438, -4.53535], [-1.53313, -0.45499, -5.10729], [-3.69331, -1.58644, -4.43802], [-1.79534, -3.14525, -5.27737], [-3.01471, -4.34747, -3.95647], [-1.44313, -5.04116, -4.30885], [-0.25414, -3.61642, -2.87291], [-1.68816, -3.94694, -1.98999], [-0.61821, -1.40837, -2.95707], [-2.24693, -1.51931, -2.15229], [-0.73308, -3.08155, -5.53554], [-2.35134, -3.21973, -6.20753], [-0.78212, 1.89086, 4.32956], [-1.84867, 0.80220, 4.60394], [-3.08217, 1.12792, 3.76807], [-3.03569, 2.91229, 3.47758], [-4.14200, 3.51319, 4.17281], [-2.81800, 3.17528, 2.07945], [-1.49997, 3.21743, 4.36312], [-0.33698, 1.72927, 3.34748], [-0.05208, 1.85913, 5.13809], [-2.08461, 0.78348, 5.66612], [-1.45357, -0.16405, 4.29328], [-4.01510, 0.99837, 4.30931], [-3.08848, 0.66148, 2.78613], [-1.76707, 3.60454, 5.34531], [-0.99186, 4.01939, 3.82736], [0.96437, -2.06260, 1.15001], [2.47701, -1.87687, 1.02678], [2.80269, -2.61600, -0.27420], [1.91470, -4.15745, -0.10489], [2.68031, -5.06069, 0.70606], [1.44848, -4.60668, -1.39717], [0.56796, -3.50278, 0.92931], [0.47501, -1.37537, 0.45730], [0.57772, -1.66499, 2.09622], [2.99573, -2.35721, 1.85543], [2.70851, -0.82199, 0.90536], [3.87042, -2.78878, -0.36730], [2.32226, -2.10165, -1.10602], [0.64339, -4.14455, 1.80506], [-0.37746, -3.62525, 0.40967], [4.34050, 0.43938, -3.70660], [3.07376, 1.52125, -3.06325], [3.03375, 1.49007, -1.55804], [4.52090, 2.12583, -0.81131], [2.12188, 1.18634, -3.46614], [3.27131, 2.52320, -3.43791], [2.94315, 0.46263, -1.20971], [2.16881, 2.03297, -1.17963], [0.15187, 5.82725, 2.13537], [0.69759, 4.40185, 1.20195], [2.00648, 3.86844, 1.69987], [3.30092, 5.11780, 1.68477], [0.73490, 4.61149, 0.13747], [-0.08289, 3.66328, 1.37202], [2.36383, 3.07824, 1.04635], [1.93783, 3.55037, 2.73564]], "lowdin_charge": [1.08, -1.37, 0.12, 0.08, -0.05, 0.09, -0.22, -0.20, -0.20, 0.66, -0.35, -0.33, -0.23, 0.12, 0.12, 0.09, 0.11, 0.09, 0.11, 0.12, 0.11, -0.21, -0.20, -0.21, 0.66, -0.33, -0.32, -0.23, 0.10, 0.12, 0.12, 0.11, 0.10, 0.10, 0.11, 0.05, -0.23, -0.20, -0.23, 0.67, -0.31, -0.34, -0.19, 0.09, 0.12, 0.12, 0.11, 0.11, 0.10, 0.10, 0.09, 0.54, -0.64, -0.66, 0.57, 0.07, 0.07, 0.05, 0.05, 0.57, -0.65, -0.64, 0.52, 0.07, 0.04, 0.03, 0.07]}


[3]
{"formula": "C47H110Br3N6O6", "method": "ωB97M-V/def2-TZVPD", "homo_lumo_gap_ev": 2.69, "lumo_energy_ev": -9.529, "homo_energy_ev": -12.22, "total_charge": 3, "largest_force_ha_per_bohr": 0.12102, "species": ["C", "C", "C", "C", "C", "C", "N", "O", "C", "C", "C", "H", "H", "H", "H", "H", "H", "H", "H", "H", "H", "H", "H", "H", "H", "H", "H", "H", "H", "C", "C", "C", "C", "C", "C", "N", "O", "C", "C", "C", "H", "H", "H", "H", "H", "H", "H", "H", "H", "H", "H", "H", "H", "H", "H", "H", "H", "H", "C", "C", "N", "C", "C", "C", "C", "C", "O", "C", "H", "H", "H", "H", "H", "H", "H", "H", "H", "H", "H", "H", "H", "H", "H", "H", "H", "H", "H", "H", "C", "C", "N", "C", "C", "C", "C", "C", "O", "C", "H", "H", "H", "H", "H", "H", "H", "H", "H", "H", "H", "H", "H", "H", "H", "H", "H", "H", "H", "H", "C", "C", "N", "C", "C", "C", "C", "C", "O", "C", "H", "H", "H", "H", "H", "H", "H", "H", "H", "H", "H", "H", "H", "H", "H", "H", "H", "H", "H", "H", "C", "N", "C", "C", "C", "C", "O", "H", "H", "H", "H", "H", "H", "H", "H", "H", "H", "H", "H", "H", "H", "Br", "Br", "Br"], "coordinates": [[3.46284, -0.30000, -2.46094], [4.79636, -0.02629, -3.10867], [4.71876, 0.32626, -4.62418], [4.07246, 1.70242, -4.89103], [4.73734, 2.86521, -4.18718], [5.00088, 2.69801, -2.67863], [5.37331, 1.20658, -2.40129], [5.92996, 0.90438, -1.29885], [3.71690, 3.00170, -1.88797], [6.18568, 3.54537, -2.16676], [5.73680, -1.20647, -3.03206], [2.78579, 0.51765, -2.70555], [3.48750, -0.46669, -1.38346], [3.03817, -1.23233, -2.84004], [4.17612, -0.44426, -5.16945], [5.71255, 0.42882, -5.06243], [2.99864, 1.70463, -4.67762], [4.03936, 1.97339, -5.94729], [4.25309, 3.79996, -4.46746], [5.71330, 2.93399, -4.67715], [2.80346, 2.68026, -2.38855], [3.60003, 4.07901, -2.04069], [3.69108, 2.88139, -0.80705], [6.05048, 4.59067, -2.45289], [7.11097, 3.34574, -2.70694], [6.22666, 3.52913, -1.07998], [5.23336, -2.10421, -3.39079], [5.91463, -1.44811, -1.98046], [6.75932, -1.18455, -3.40611], [-4.07898, 4.66715, -0.54101], [-3.93898, 3.50321, -1.53730], [-5.17815, 2.62199, -1.29520], [-5.54616, 1.70224, -2.46772], [-5.65115, 2.49589, -3.77816], [-4.31766, 3.22172, -4.15188], [-3.88677, 4.03753, -2.95636], [-3.03257, 4.89921, -3.22912], [-4.70514, 4.09545, -5.37301], [-3.24884, 2.21523, -4.53745], [-2.62587, 2.71061, -1.21853], [-4.53482, 4.38070, 0.40468], [-4.50440, 5.54522, -1.02905], [-3.15176, 5.12061, -0.17890], [-6.07933, 3.22579, -1.16742], [-4.99465, 2.13441, -0.33809], [-6.40757, 1.08831, -2.21076], [-4.71719, 0.99291, -2.54764], [-6.49000, 3.19290, -3.77350], [-5.88636, 1.76167, -4.54841], [-5.50393, 4.81354, -5.18605], [-5.17004, 3.51201, -6.16999], [-3.87284, 4.55991, -5.90132], [-2.38291, 2.69651, -4.99142], [-3.65841, 1.48276, -5.23324], [-2.90009, 1.55488, -3.74351], [-1.75129, 3.25526, -1.57320], [-2.57353, 1.68488, -1.58803], [-2.59704, 2.53612, -0.14222], [1.22875, -1.18026, 6.97368], [-0.01271, -1.51750, 6.19123], [-0.41641, -0.30844, 5.33912], [-0.66605, 0.84310, 6.25519], [0.67759, 0.20967, 4.40906], [1.40628, -0.98268, 3.65295], [-1.62586, -0.67041, 4.45686], [-2.80601, -1.39540, 5.05796], [-3.11580, -0.88336, 6.37108], [-3.69738, -1.80508, 7.29987], [0.97078, -0.49842, 7.78301], [2.15452, -0.86969, 6.48811], [1.66363, -2.02606, 7.51215], [-0.83616, -1.73454, 6.86671], [0.16473, -2.29624, 5.44925], [-0.93485, 1.67227, 5.59984], [0.17828, 1.12035, 6.87973], [-1.48712, 0.61511, 6.93187], [1.31776, 0.98625, 4.82129], [0.16356, 0.75201, 3.61143], [2.03885, -0.66250, 2.82667], [0.70637, -1.77354, 3.38435], [2.09651, -1.41799, 4.37685], [-1.24813, -1.29899, 3.65160], [-1.95135, 0.30182, 4.06945], [-2.65126, -2.47810, 5.03446], [-3.70938, -1.30218, 4.45041], [-3.99211, -1.39595, 8.26617], [-3.00374, -2.60541, 7.56796], [-4.63260, -2.20822, 6.90663], [1.07314, 3.75001, 0.88999], [0.99653, 5.25710, 0.70965], [1.44855, 6.08444, 1.93597], [1.35706, 7.53373, 1.47968], [0.45873, 5.80201, 3.07002], [-0.99322, 6.31287, 2.84745], [2.86596, 5.72125, 2.41657], [4.10303, 6.29524, 1.74666], [3.98782, 6.06597, 0.35947], [4.99154, 6.76097, -0.38075], [2.08126, 3.33902, 0.91273], [0.47333, 3.32223, 0.08561], [0.53327, 3.42409, 1.78132], [-0.03006, 5.50982, 0.44949], [1.56362, 5.59956, -0.15519], [1.55727, 8.29889, 2.22946], [0.37863, 7.87857, 1.14539], [2.01065, 7.55770, 0.61011], [0.89089, 6.42836, 3.85161], [0.54140, 4.75176, 3.33702], [-1.18613, 7.38240, 2.92013], [-1.64118, 5.88238, 3.61147], [-1.41992, 5.93879, 1.91714], [2.82447, 4.63697, 2.51260], [2.91075, 6.06900, 3.45012], [5.04268, 5.94643, 2.18128], [4.08342, 7.37183, 1.94268], [5.24578, 7.81294, -0.23280], [4.73074, 6.56667, -1.41860], [5.90526, 6.26856, -0.03247], [-1.95088, -9.44745, -3.55531], [-1.12831, -8.27108, -3.02476], [-0.51206, -8.42906, -1.61152], [0.70054, -9.28499, -1.79007], [-0.00315, -7.07978, -1.08234], [0.47376, -7.02338, 0.37065], [-1.47899, -9.12810, -0.62399], [-2.71232, -8.31083, -0.26799], [-3.46973, -7.92621, -1.41070], [-4.66139, -7.22457, -1.03671], [-2.40193, -9.23896, -4.52555], [-2.72063, -9.88141, -2.91970], [-1.38829, -10.34782, -3.82008], [-1.68820, -7.33654, -3.02021], [-0.39888, -7.99922, -3.78980], [0.48617, -10.31600, -2.05905], [1.13069, -9.29055, -0.78689], [1.43832, -8.75775, -2.39066], [-0.89093, -6.44672, -1.13398], [0.69194, -6.71127, -1.83707], [1.40452, -7.57583, 0.52094], [-0.19718, -7.55944, 1.03957], [0.67490, -5.99925, 0.67495], [-0.90574, -9.37226, 0.26895], [-1.72278, -10.09145, -1.06808], [-2.44241, -7.43665, 0.33354], [-3.33680, -8.89323, 0.41528], [-5.26267, -7.33671, -1.93644], [-4.31536, -6.18922, -0.97281], [-5.10766, -7.52535, -0.09002], [0.82344, -3.21717, -0.34780], [-0.13539, -2.03742, -0.43139], [-0.16666, -1.68662, -1.90119], [-1.51088, -2.55966, -0.04530], [0.47661, -0.87965, 0.35764], [-0.31887, 0.39393, 0.51089], [-1.51479, 0.18593, 1.14619], [1.77330, -2.90587, -0.78068], [0.41667, -4.01922, -0.96208], [1.00393, -3.61966, 0.65022], [-0.91134, -0.88413, -1.91746], [-0.46775, -2.51475, -2.53972], [0.69195, -1.12089, -2.25960], [-1.38532, -2.85874, 0.98770], [-1.67416, -3.38256, -0.73757], [-2.19636, -1.73585, -0.22622], [1.53691, -0.81855, 0.12386], [0.42571, -1.40916, 1.31204], [-0.33082, 0.97856, -0.41861], [0.27775, 1.06448, 1.14355], [-2.00732, 0.99214, 1.33966], [1.07963, -4.64842, -3.81895], [-2.39166, 2.87863, 2.92809], [-0.50456, -4.53375, 3.28316]], "lowdin_charge": [-0.01, -0.44, -0.09, -0.18, -0.13, -0.40, 0.10, 0.20, -0.01, 0.00, -0.01, 0.07, 0.10, 0.11, 0.15, 0.13, 0.11, 0.13, 0.14, 0.13, 0.08, 0.10, 0.09, 0.09, 0.11, 0.09, 0.12, 0.09, 0.11, -0.01, -0.40, -0.12, -0.15, -0.11, -0.43, 0.07, 0.22, -0.01, 0.00, -0.01, 0.10, 0.10, 0.08, 0.13, 0.14, 0.13, 0.10, 0.13, 0.13, 0.10, 0.11, 0.09, 0.10, 0.12, 0.07, 0.09, 0.07, 0.04, -0.07, -0.12, -0.23, 0.00, -0.14, -0.06, -0.09, -0.17, -0.22, -0.08, 0.08, 0.08, 0.10, 0.13, 0.09, 0.08, 0.10, 0.11, 0.13, 0.08, 0.07, 0.00, 0.07, 0.09, 0.05, 0.11, 0.14, 0.09, 0.09, 0.09, -0.07, -0.15, -0.23, 0.02, -0.14, -0.08, -0.06, -0.19, -0.22, -0.07, 0.07, 0.07, 0.04, 0.11, 0.12, 0.12, 0.11, 0.10, 0.13, 0.11, 0.08, 0.06, 0.04, 0.13, 0.14, 0.15, 0.13, 0.10, 0.09, 0.09, -0.06, -0.15, -0.24, 0.01, -0.18, -0.06, -0.06, -0.19, -0.21, -0.06, 0.09, 0.07, 0.08, 0.11, 0.12, 0.12, 0.09, 0.12, 0.11, 0.04, 0.08, 0.07, 0.03, 0.13, 0.13, 0.12, 0.14, 0.10, 0.09, 0.10, -0.03, -0.32, -0.03, 0.04, -0.09, -0.29, -0.09, 0.09, 0.04, 0.07, 0.09, 0.04, 0.08, 0.04, 0.11, 0.09, 0.13, 0.10, 0.10, 0.10, -0.06, -0.53, -0.22, -0.46]}


[4]
{"formula": "C11H9AsF22NaO5", "method": "ωB97M-V/def2-TZVPD", "homo_lumo_gap_ev": 7.55, "lumo_energy_ev": 1.999, "homo_energy_ev": -5.55, "total_charge": -1, "largest_force_ha_per_bohr": 0.09670, "relative_energy_kj_mol": 0.0, "species": ["Na", "As", "F", "F", "F", "F", "F", "F", "O", "C", "O", "O", "H", "C", "C", "C", "F", "F", "F", "F", "O", "C", "C", "F", "F", "F", "F", "H", "H", "H", "H", "C", "C", "C", "F", "F", "F", "F", "O", "C", "C", "F", "F", "F", "F", "H", "H", "H", "H"], "coordinates": [[0.51590, 12.08847, 18.58364], [-0.99833, 15.94096, 18.61289], [0.51894, 16.53923, 17.85483], [-1.56463, 17.56673, 18.92775], [-2.42595, 15.21336, 19.41327], [-0.41142, 14.24909, 18.34364], [-0.27994, 15.71879, 20.27599], [-1.84056, 15.94710, 17.03404], [1.09566, 12.85459, 22.70354], [0.81803, 12.54208, 21.42607], [-0.35737, 12.55236, 21.02928], [1.73118, 12.26844, 20.67128], [2.04355, 12.71483, 22.64374], [3.03224, 9.83436, 18.87008], [1.75957, 8.98500, 18.67512], [1.72709, 8.50240, 17.26327], [1.56656, 9.49022, 16.34049], [2.81117, 7.75001, 16.94498], [1.87804, 7.99103, 19.52366], [0.71741, 9.62633, 19.05922], [2.90225, 11.06531, 18.07680], [4.13990, 11.58996, 17.63478], [4.90712, 12.20299, 18.84400], [5.40528, 11.32394, 19.73806], [5.87715, 13.01587, 18.51036], [4.77328, 10.70054, 16.91012], [3.85642, 12.60445, 16.81908], [3.92409, 9.26121, 18.61673], [3.21602, 10.20258, 19.87941], [0.81434, 7.93627, 17.07760], [4.18672, 12.80368, 19.39924], [0.61777, 15.35868, 14.25901], [0.91463, 14.09530, 15.05962], [-0.35407, 13.27106, 15.45511], [-0.95262, 12.80645, 14.38438], [-0.08311, 12.22096, 16.21036], [1.70267, 13.33050, 14.31239], [1.48013, 14.40715, 16.23541], [-0.41680, 15.07965, 13.28806], [-0.03190, 15.01347, 11.96645], [-1.28284, 14.61133, 11.09907], [-1.03847, 14.36978, 9.77921], [-1.98448, 13.57628, 11.56984], [0.42015, 16.23797, 11.56716], [0.98960, 14.07175, 11.86355], [1.53276, 15.69789, 13.77338], [0.28677, 16.11094, 14.97501], [-1.14028, 13.81100, 15.98278], [-1.99982, 15.42488, 11.20944]], "lowdin_charge": [0.50, 0.91, -0.29, -0.27, -0.29, -0.29, -0.29, -0.29, 0.10, -0.88, -0.02, -0.04, 0.09, -0.02, -0.56, -0.29, 0.09, 0.11, 0.17, 0.21, -0.01, -0.54, -0.32, 0.10, 0.13, 0.19, 0.17, 0.14, 0.14, 0.17, 0.17, -0.01, -0.46, -0.34, 0.12, 0.11, 0.14, 0.12, 0.02, -0.47, -0.28, 0.08, 0.11, 0.13, 0.11, 0.15, 0.14, 0.16, 0.17]}